1.
C23H34CoFN3O7P2Se as an isolated structure at a distorted geometry, computed with wB97M-V/def2-TZVPD.

Last column: Löwdin charge in e.
Element x y z (Å)
Co 0.2613 0.3094 -0.2670  0.5751
F 5.8036 0.1388 3.0079  0.0538
C 4.6887 0.7628 3.4667  -0.1667
C 3.5282 0.6087 2.7572  0.1033
C 2.3746 1.2986 3.1401  -0.0294
C 1.1392 1.1248 2.3887  -0.2414
O 1.0339 0.2093 1.5394  -0.0447
C 0.0797 2.0163 2.7642  0.0000
C 0.2075 2.8305 3.8469  0.0631
N 1.3283 2.9154 4.5959  0.0105
C 1.3278 3.7649 5.7564  -0.2552
C 0.7431 5.1446 5.6822  -0.0734
C 2.2254 4.9710 5.7935  -0.0997
C 2.4303 2.1609 4.2561  -0.1058
C 3.6068 2.2217 5.0078  0.0609
C 4.7609 1.5439 4.6346  -0.1355
N 5.9012 1.6395 5.4393  -0.0883
C 6.3181 2.9107 5.9682  -0.1283
C 7.3651 3.5631 5.0524  -0.0790
N 8.5181 2.6391 4.8900  0.0570
C 8.0863 1.3165 4.3578  -0.0826
C 7.0193 0.7436 5.2981  -0.1296
C -1.2025 2.0381 1.9572  -0.5912
O -2.2354 2.4330 2.4670  0.0626
O -1.0912 1.6211 0.7525  -0.2061
H 3.5196 0.0122 1.8571  0.1323
H -0.6242 3.4454 4.1590  0.1520
H 1.1747 3.2094 6.6775  0.1604
H 0.2071 5.4964 6.5498  0.1125
H 0.3400 5.4975 4.7456  0.1139
H 2.7063 5.2193 6.7283  0.1050
H 2.8191 5.1747 4.9142  0.1134
H 3.6062 2.8042 5.9124  0.1058
H 6.7315 2.7594 6.9718  0.1392
H 5.4700 3.5843 6.0596  0.1212
H 7.7086 4.5099 5.4708  0.1409
H 6.9288 3.7447 4.0688  0.1493
H 8.9510 2.4922 5.8100  0.1888
H 9.2212 3.0594 4.2731  0.1932
H 8.9460 0.6498 4.2938  0.1441
H 7.6762 1.4600 3.3572  0.1381
H 7.4523 0.5788 6.2924  0.1381
H 6.6949 -0.2260 4.9299  0.1395
C 0.3855 -0.9521 -3.3882  -0.2054
P 0.1739 -1.6403 -1.7148  0.8741
C 1.1867 -3.1564 -1.8030  -0.2149
C -1.5712 -2.3540 -1.7944  -0.3864
C -2.5985 -1.2388 -1.8363  -0.3973
P -2.1761 0.0684 -0.5662  0.8960
C -3.4087 1.3595 -0.9478  -0.1999
C -2.8496 -0.6677 0.9756  -0.1967
H 0.2696 -1.7563 -4.1168  0.0649
H 1.3854 -0.5271 -3.4689  0.0234
H -0.3437 -0.1664 -3.5790  0.0534
H 0.7038 -3.8819 -2.4576  0.0545
H 1.3182 -3.5764 -0.8088  0.0524
H 2.1619 -2.8766 -2.1956  0.0535
H -1.7002 -2.9490 -0.8858  0.0798
H -1.6752 -3.0243 -2.6518  0.0879
H -3.6094 -1.6149 -1.6557  0.0873
H -2.5873 -0.7514 -2.8145  0.0772
H -4.4062 0.9216 -0.9362  0.0590
H -3.2011 1.7865 -1.9263  0.0535
H -3.3296 2.1365 -0.1909  0.0446
H -3.8044 -1.1525 0.7767  0.0565
H -2.9928 0.1344 1.6975  0.0410
H -2.1547 -1.3984 1.3862  0.0503
O 1.2443 1.5785 -1.3297  -0.4599
Se 2.6913 0.7459 -1.4015  0.7397
O 3.7308 1.3374 -0.3687  -0.4294
O 2.1446 -0.7426 -0.8922  -0.5579
O 3.2563 0.6546 -2.8634  -0.4182

The expectation value of S² is 6.016. The calculation puts the gap between HOMO and LUMO (alpha / beta) at 6.27 / 7.66 eV. As for the highest occupied orbital energy (alpha / beta): -9.48 / -10.90 eV. As for the multiplicity: 5. The net charge is +1. The energy above the lowest of the compared OMol25 structures with the same formula, charge and spin is 0.9364 eV. The total energy comes out at -167464.917 eV.

***

2.
One molecule with the formula C23H34N2O3, computed with wB97M-V/def2-TZVPD.

Last column: Löwdin charge in e.
Element x y z (Å)
C 4.0618 -3.3579 -4.6958  -0.0957
C 2.9736 -2.3127 -4.9181  -0.2072
C 2.5878 -1.5552 -3.6547  -0.5017
C 3.6921 -0.6155 -3.1885  -0.0394
C 1.2208 -0.8239 -3.6976  -0.0678
C 0.8971 -1.3690 -2.2910  -0.1873
C -0.4831 -1.9458 -2.0969  -0.4276
O -1.0617 -2.5725 -2.9712  0.0661
N -1.0479 -1.7344 -0.8880  -0.0099
C -0.5247 -1.3144 0.4131  -0.0252
C -1.9262 -1.6525 0.9975  -0.4158
C -2.7759 -0.4492 1.3678  -0.0439
C -2.3780 -0.2504 2.8372  -0.1650
C -1.0703 0.5354 2.9351  -0.4104
O -0.0109 0.0119 3.2584  0.0750
N -1.1401 1.8305 2.5847  -0.0341
C -2.2463 2.7114 2.3467  -0.2417
C -2.2746 3.5584 3.6345  -0.0267
C -1.2416 3.5767 4.4934  -0.0521
C 0.1509 2.9912 4.1737  -0.0830
C -0.0050 2.7533 2.6760  -0.2863
C 0.7143 2.5843 1.3508  -0.0854
C -0.5097 2.7883 0.3619  -0.1355
C -1.8305 3.3965 0.9763  -0.1026
C -2.2029 -1.6955 3.3035  -0.1147
O -1.9478 -2.4817 2.1304  -0.0382
C -2.2515 -2.3501 -0.3359  -0.0146
C 2.0256 -2.4146 -2.4931  -0.0637
H 4.2507 -3.9271 -5.6063  0.0703
H 5.0061 -2.9042 -4.3908  0.0661
H 3.7665 -4.0661 -3.9188  0.0723
H 3.2868 -1.5970 -5.6856  0.1158
H 2.0780 -2.8099 -5.3022  0.1145
H 3.3888 -0.0647 -2.2950  0.0828
H 4.6067 -1.1592 -2.9442  0.0773
H 3.9266 0.1139 -3.9677  0.0869
H 1.2392 0.2603 -3.8170  0.1148
H 0.5462 -1.2682 -4.4295  0.1151
H 1.1447 -0.6586 -1.5023  0.1293
H 0.2469 -1.9757 0.8134  0.1431
H -0.1918 -0.2781 0.4756  0.0963
H -2.5834 0.4122 0.7280  0.1221
H -3.8330 -0.7143 1.2919  0.1364
H -3.1515 0.2613 3.4114  0.1480
H -3.1933 2.1829 2.2372  0.1343
H -3.1886 4.0861 3.8819  0.1017
H -1.3531 4.1072 5.4324  0.1000
H 0.9107 3.7382 4.4134  0.1181
H 0.3676 2.0862 4.7419  0.1104
H -0.4201 3.7297 2.4530  0.1077
H 1.4745 3.3524 1.2017  0.1105
H 1.1724 1.6056 1.2089  0.0996
H -0.2125 3.4254 -0.4730  0.1058
H -0.7674 1.8226 -0.0753  0.0828
H -2.6237 3.2518 0.2408  0.1059
H -1.7347 4.4757 1.1106  0.1107
H -1.3642 -1.7927 3.9902  0.1236
H -3.1156 -2.0704 3.7712  0.1266
H -3.1815 -2.0662 -0.8292  0.1285
H -2.1818 -3.4382 -0.2725  0.1376
H 1.6062 -3.3530 -2.8597  0.1228
H 2.6823 -2.6106 -1.6447  0.1169

The calculation puts the gap between HOMO and LUMO at 9.68 eV. As for the highest occupied orbital energy: -9.09 eV. The energy above the lowest of the compared OMol25 structures with the same formula, charge and spin is 4.0399 eV. As for the SMILES: CC[C@]1(C)C[C@H](C(=O)N2CC3(C[C@H](C(=O)N4[C@H]5CC=C[C@H]4CCC5)CO3)C2)C1. The total energy comes out at -33523.162 eV.